{
  "formula": "C45H104BN5",
  "method": "ωB97M-V/def2-TZVPD",
  "symbols": ["B", "H", "H", "H", "H", "C", "C", "C", "N", "C", "C", "C", "C", "C", "C", "H", "H", "H", "H", "H", "H", "H", "H", "H", "H", "H", "H", "H", "H", "H", "H", "H", "H", "H", "H", "C", "C", "C", "N", "C", "C", "C", "C", "C", "C", "H", "H", "H", "H", "H", "H", "H", "H", "H", "H", "H", "H", "H", "H", "H", "H", "H", "H", "H", "H", "C", "C", "C", "N", "C", "C", "C", "C", "C", "C", "H", "H", "H", "H", "H", "H", "H", "H", "H", "H", "H", "H", "H", "H", "H", "H", "H", "H", "H", "H", "C", "C", "C", "N", "C", "C", "C", "C", "C", "C", "H", "H", "H", "H", "H", "H", "H", "H", "H", "H", "H", "H", "H", "H", "H", "H", "H", "H", "H", "H", "C", "C", "C", "N", "C", "C", "C", "C", "C", "C", "H", "H", "H", "H", "H", "H", "H", "H", "H", "H", "H", "H", "H", "H", "H", "H", "H", "H", "H", "H"],
  "coordinates": [[1.1691, -0.6481, 0.1234], [1.4449, -0.4664, 1.2977], [-0.0441, -0.6083, 0.0318], [1.7006, 0.1838, -0.5787], [1.5873, -1.7406, -0.1929], [-1.3218, -4.8113, 6.3059], [-1.1871, -4.8228, 4.7582], [0.2571, -4.5047, 4.4122], [0.5982, -4.3768, 2.9397], [2.0951, -4.4570, 2.8737], [2.6712, -4.4552, 1.4587], [1.9157, -5.3664, 0.4716], [0.3994, -5.4583, 0.6958], [-0.0132, -5.5149, 2.1559], [0.1352, -3.0461, 2.4840], [-1.4816, -5.8180, 6.6847], [-2.2250, -4.2664, 6.5848], [-0.4906, -4.3355, 6.8228], [-1.9164, -4.1092, 4.3729], [-1.4198, -5.8197, 4.3922], [0.8814, -5.2674, 4.8767], [0.5672, -3.5612, 4.8640], [2.4472, -5.3225, 3.4350], [2.4672, -3.5919, 3.4262], [3.6970, -4.8122, 1.5105], [2.6399, -3.4251, 1.0935], [2.2599, -6.3870, 0.6483], [2.1482, -5.0493, -0.5404], [0.1346, -6.4663, 0.3438], [-0.2945, -4.8871, 0.0766], [0.2324, -6.4377, 2.6751], [-1.0817, -5.3182, 2.2323], [-0.9395, -3.0055, 2.6578], [0.3932, -2.9197, 1.4335], [0.6200, -2.2371, 3.0243], [-7.2142, -2.4520, -1.3604], [-5.7767, -2.4498, -0.8609], [-4.8669, -1.6821, -1.7972], [-3.3969, -1.8491, -1.5894], [-2.9138, -3.2692, -1.7881], [-3.0974, -3.7756, -3.2150], [-2.4342, -2.8391, -4.2021], [-2.8316, -1.3801, -4.0187], [-2.6623, -0.9638, -2.5625], [-2.9897, -1.3844, -0.2396], [-7.2686, -2.7479, -2.4125], [-7.5472, -1.4096, -1.4531], [-7.9013, -3.0007, -0.7302], [-5.4222, -3.4701, -0.6979], [-5.7393, -1.9704, 0.1238], [-5.0860, -0.6094, -1.8091], [-5.1260, -1.9384, -2.8272], [-3.4418, -3.8567, -1.0409], [-1.8525, -3.2617, -1.5266], [-4.1714, -3.8833, -3.3871], [-2.6771, -4.7804, -3.2297], [-2.6513, -3.1321, -5.2316], [-1.3431, -2.9311, -4.1595], [-3.8467, -1.1759, -4.3629], [-2.1652, -0.7637, -4.6237], [-2.9386, 0.0741, -2.3708], [-1.5942, -1.0503, -2.3387], [-3.3416, -2.0651, 0.5337], [-3.3060, -0.3548, -0.0930], [-1.8996, -1.4121, -0.1747], [-3.4162, -0.7762, 5.9886], [-3.1307, 0.3486, 4.9938], [-1.6555, 0.4193, 4.6828], [-1.2367, 1.2912, 3.5159], [0.2584, 1.5062, 3.6116], [0.7814, 2.5260, 2.6247], [0.0726, 3.8735, 2.7703], [-1.4051, 3.6291, 2.5905], [-1.9548, 2.6315, 3.6028], [-1.6254, 0.6293, 2.2280], [-4.4807, -0.9866, 6.0386], [-2.9731, -0.6153, 6.9696], [-2.9668, -1.7232, 5.6515], [-3.4858, 1.2710, 5.4551], [-3.7495, 0.1845, 4.1069], [-1.1955, -0.5633, 4.5647], [-1.1423, 0.9029, 5.5179], [0.5044, 1.8627, 4.6122], [0.6729, 0.5130, 3.4363], [1.8540, 2.6855, 2.7625], [0.7365, 2.0924, 1.6187], [0.2782, 4.2742, 3.7654], [0.4632, 4.5710, 2.0307], [-2.0415, 4.5082, 2.7304], [-1.6568, 3.2685, 1.5907], [-1.7989, 2.9811, 4.6247], [-3.0140, 2.4510, 3.4478], [-1.2921, 1.1875, 1.3667], [-2.7128, 0.5744, 2.2468], [-1.2048, -0.3717, 2.2733], [-0.0551, 6.1248, -6.7826], [-0.1206, 4.8367, -5.9440], [-0.7938, 5.1387, -4.6138], [-0.9763, 3.9553, -3.6516], [-1.5225, 4.5552, -2.3869], [-1.6629, 3.5758, -1.2277], [-0.3224, 2.8613, -1.0292], [0.3124, 2.2952, -2.2937], [0.3843, 3.3585, -3.3861], [-1.8997, 2.9758, -4.2517], [-0.2529, 7.0228, -6.1895], [-0.8578, 6.1530, -7.5198], [0.9105, 6.2493, -7.2592], [0.9181, 4.5558, -5.7511], [-0.5819, 4.0068, -6.4756], [-1.8124, 5.4999, -4.7726], [-0.2239, 5.9123, -4.1035], [-0.8661, 5.3599, -2.0569], [-2.4531, 5.0470, -2.6767], [-1.8020, 4.2346, -0.3690], [-2.4941, 2.8709, -1.2528], [0.3691, 3.5105, -0.4758], [-0.4514, 2.0453, -0.3119], [1.2863, 1.9052, -2.0074], [-0.3038, 1.4273, -2.5420], [1.0266, 4.1638, -3.0343], [0.7436, 2.9045, -4.3040], [-1.4370, 2.5511, -5.1363], [-2.8654, 3.4487, -4.4048], [-2.0320, 2.1417, -3.5652], [4.3570, 3.1370, -4.1531], [5.0682, 2.9673, -2.8165], [4.7931, 1.5682, -2.2688], [5.1022, 1.3728, -0.8212], [4.8290, -0.0990, -0.5452], [5.2578, -0.5026, 0.8506], [6.7107, -0.1385, 1.1245], [6.9811, 1.3180, 0.8138], [6.5546, 1.7325, -0.5801], [4.2122, 2.1937, 0.0317], [4.5807, 2.3250, -4.8509], [4.6370, 4.0639, -4.6495], [3.2635, 3.1109, -4.0716], [4.7560, 3.7385, -2.1091], [6.1215, 3.1520, -3.0306], [5.3583, 0.8632, -2.8776], [3.7360, 1.3370, -2.4227], [5.2882, -0.7438, -1.2915], [3.7443, -0.1854, -0.6584], [5.2052, -1.5960, 0.8806], [4.5389, -0.1884, 1.6080], [7.3340, -0.6973, 0.4153], [7.0401, -0.4007, 2.1262], [8.0273, 1.6035, 0.9573], [6.5292, 2.0011, 1.5490], [7.1205, 1.1858, -1.3346], [6.6766, 2.8080, -0.6565], [4.1823, 1.7867, 1.0340], [3.2124, 2.1579, -0.3980], [4.5923, 3.2094, 0.0952]],
  "atomic_forces_ev_per_a": [[0.073, -0.149, 0.228], [0.125, 0.173, 0.302], [-0.334, 0.063, -0.203], [-0.031, 0.339, -0.146], [-0.009, -0.261, -0.126], [-0.682, -0.074, -0.226], [0.208, 0.045, 0.679], [-0.298, 0.206, 0.368], [0.676, -0.455, 1.214], [0.930, 0.147, -0.195], [-0.895, 0.308, -0.259], [-0.172, 0.090, 0.798], [-0.306, -1.709, -0.316], [-0.429, 1.406, -0.258], [-0.213, -0.143, -0.672], [0.326, -0.010, 0.103], [0.082, 0.043, 0.027], [0.123, -0.108, -0.043], [0.162, -0.001, -0.379], [-0.258, 0.047, -0.065], [0.097, -0.147, -0.345], [-0.035, 0.046, -0.037], [-0.447, -0.234, -0.084], [-0.034, 0.012, -0.021], [0.125, 0.287, 0.078], [0.252, -0.049, -0.079], [0.292, 0.043, -0.343], [0.027, -0.244, -0.101], [0.002, 0.079, -0.012], [0.469, 0.840, 0.252], [0.197, -0.022, -0.060], [-0.073, -0.435, 0.033], [-0.024, 0.050, -0.183], [-0.206, 0.088, -0.020], [0.207, -0.234, 0.200], [0.238, 1.214, -0.948], [0.183, -0.009, 0.854], [-0.950, 0.085, -0.884], [0.494, 0.526, -0.258], [0.102, -0.087, 0.113], [-0.458, 0.194, 0.800], [0.283, -0.169, -0.905], [-0.238, 0.035, 0.303], [0.740, 0.042, -0.617], [0.557, -0.371, 0.364], [-0.030, -0.692, 0.239], [-0.182, -0.099, 0.495], [0.000, -0.135, -0.030], [-0.025, -0.036, -0.215], [-0.086, -0.095, 0.007], [0.187, 0.016, 0.544], [0.413, -0.421, 0.071], [0.018, -0.192, -0.126], [-0.021, 0.135, 0.032], [0.069, -0.043, -0.282], [0.036, 0.005, -0.201], [-0.213, -0.086, 0.105], [-0.028, 0.046, 0.358], [0.016, -0.107, -0.086], [-0.053, 0.116, 0.053], [-0.289, -0.085, 0.049], [-0.095, -0.088, 0.335], [-0.478, 0.157, -0.097], [-0.304, -0.084, 0.053], [0.008, 0.093, -0.227], [0.497, -0.888, -0.412], [-0.587, -0.182, 0.172], [0.554, 0.728, 0.527], [-0.565, 0.567, -0.196], [0.204, -0.128, -0.183], [0.421, -0.008, -0.554], [0.087, -0.562, -0.285], [-1.146, 0.095, 0.294], [0.610, -0.126, 0.094], [-0.189, -0.264, 0.961], [-0.052, 0.274, 0.362], [-0.301, 0.297, 0.100], [-0.032, 0.153, -0.150], [0.118, 0.129, -0.182], [0.140, -0.026, -0.067], [-0.078, 0.000, -0.291], [-0.100, -0.258, 0.171], [-0.325, -0.267, 0.167], [0.289, 0.104, 0.091], [-0.038, -0.285, 0.411], [-0.269, 0.256, -0.054], [-0.029, 0.137, -0.043], [-0.064, 0.120, 0.066], [0.325, 0.195, -0.022], [0.233, 0.032, -0.090], [-0.038, 0.073, -0.008], [-0.029, -0.056, 0.039], [0.255, -0.082, -0.011], [0.010, -0.054, -0.149], [0.131, 0.034, -0.440], [-0.862, 0.238, 0.001], [0.772, 0.172, 0.362], [-0.524, -0.209, -0.501], [1.175, 1.054, -0.138], [-0.853, -0.129, 0.077], [0.879, 0.427, -0.021], [0.106, -0.232, 1.106], [-0.778, 0.250, 0.750], [-0.276, -1.039, 0.579], [-0.015, -0.629, 0.527], [0.286, -0.108, 0.206], [0.222, -0.160, -0.213], [-0.044, -0.062, -0.166], [-0.077, -0.194, 0.052], [-0.131, 0.117, -0.122], [0.073, 0.146, -0.031], [-0.028, -0.110, 0.251], [0.307, -0.113, -0.288], [-0.100, -0.169, 0.134], [-0.358, -0.180, 0.079], [-0.108, 0.147, -0.399], [0.037, 0.290, -0.438], [-0.041, -0.180, -0.231], [0.156, 0.017, -0.399], [0.274, -0.038, -0.532], [0.058, 0.145, -0.317], [0.096, 0.322, -0.168], [-0.244, 0.289, -0.285], [0.055, 0.013, -0.365], [-0.075, 0.125, 0.135], [-0.505, -0.190, -0.377], [-0.038, 0.192, -0.219], [-0.111, 0.810, -0.812], [0.571, -0.493, -0.627], [-0.650, 0.147, 0.661], [0.170, -0.937, 0.089], [0.300, 0.263, -0.604], [0.155, 1.006, 0.870], [0.049, -0.656, 0.664], [-0.198, 0.197, 0.057], [0.280, 0.022, 0.106], [0.013, 0.036, 0.087], [0.055, 0.156, 0.244], [-0.094, 0.030, -0.062], [0.120, -0.257, 0.358], [0.121, -0.224, 0.356], [-0.012, -0.100, 0.257], [0.358, 0.431, -0.184], [0.099, -0.163, 0.016], [-0.190, 0.037, -0.076], [0.157, 0.328, 0.050], [-0.040, -0.256, 0.211], [-0.107, -0.014, 0.054], [0.123, -0.405, -0.375], [-0.384, -0.271, -0.089], [0.067, 0.196, -0.098], [-0.096, 0.020, -0.488], [0.024, -0.097, 0.030], [-0.010, 0.042, 0.090], [-0.063, 0.043, -0.161]],
  "lowdin_charge": [-0.43, -0.04, -0.06, -0.06, -0.04, -0.06, -0.22, -0.14, -0.27, -0.11, -0.14, -0.15, -0.16, -0.09, 0.00, 0.09, 0.07, 0.08, 0.10, 0.11, 0.15, 0.13, 0.14, 0.14, 0.13, 0.09, 0.12, 0.12, 0.13, 0.10, 0.16, 0.13, 0.10, 0.07, 0.10, -0.07, -0.23, -0.14, -0.26, -0.10, -0.13, -0.17, -0.15, -0.13, -0.01, 0.09, 0.09, 0.09, 0.11, 0.11, 0.15, 0.13, 0.13, 0.14, 0.13, 0.14, 0.13, 0.13, 0.12, 0.12, 0.12, 0.13, 0.11, 0.11, 0.06, -0.07, -0.23, -0.13, -0.25, -0.10, -0.17, -0.15, -0.16, -0.09, 0.01, 0.09, 0.09, 0.06, 0.12, 0.11, 0.13, 0.14, 0.15, 0.12, 0.13, 0.09, 0.13, 0.12, 0.14, 0.09, 0.15, 0.13, 0.07, 0.10, 0.09, -0.06, -0.22, -0.12, -0.27, -0.10, -0.15, -0.20, -0.15, -0.10, 0.03, 0.08, 0.09, 0.09, 0.10, 0.11, 0.15, 0.14, 0.15, 0.15, 0.11, 0.12, 0.12, 0.07, 0.08, 0.11, 0.15, 0.13, 0.11, 0.13, 0.08, -0.08, -0.22, -0.15, -0.26, -0.10, -0.17, -0.16, -0.17, -0.09, 0.02, 0.09, 0.09, 0.05, 0.11, 0.12, 0.15, 0.12, 0.15, 0.09, 0.12, 0.11, 0.13, 0.13, 0.14, 0.12, 0.15, 0.14, 0.10, 0.09, 0.11],
  "fmax_ev_per_a": 1.8,
  "total_charge": 4,
  "homo_ev": -17.87,
  "multiplicity": 1,
  "gap_ha": 0.367,
  "e_lumo_ha": -0.290,
  "e_tot_ha": -2074.29887
}